{
  "formula": "C25H34F2O24",
  "method": "ωB97M-V/def2-TZVPD",
  "species": ["O", "C", "O", "C", "C", "F", "O", "H", "H", "H", "O", "C", "O", "C", "C", "F", "O", "H", "H", "H", "C", "C", "O", "C", "O", "O", "C", "H", "H", "H", "H", "H", "H", "H", "H", "O", "C", "O", "C", "C", "O", "H", "H", "H", "H", "O", "C", "O", "C", "C", "O", "H", "H", "H", "H", "O", "C", "O", "C", "C", "O", "H", "H", "H", "H", "O", "C", "O", "C", "C", "O", "H", "H", "H", "H", "O", "C", "O", "C", "C", "O", "H", "H", "H", "H"],
  "coordinates": [[11.755, -3.627, 0.529], [11.327, -4.009, 1.560], [10.017, -4.037, 1.904], [9.903, -4.335, 3.281], [11.261, -4.908, 3.642], [11.217, -6.274, 3.685], [12.089, -4.475, 2.597], [9.670, -3.420, 3.828], [9.112, -5.058, 3.462], [11.745, -4.556, 4.552], [15.398, -14.276, 4.438], [15.615, -13.331, 3.763], [14.693, -12.495, 3.258], [15.286, -11.798, 2.180], [16.768, -11.829, 2.541], [17.135, -10.706, 3.244], [16.876, -12.930, 3.371], [15.102, -12.307, 1.233], [14.930, -10.772, 2.136], [17.392, -11.866, 1.649], [10.822, -12.845, -1.265], [9.501, -13.333, -0.734], [8.561, -13.356, -1.830], [7.421, -13.984, -1.553], [7.096, -14.406, -0.472], [6.694, -14.068, -2.667], [5.356, -14.510, -2.486], [11.104, -13.300, -2.207], [11.607, -13.076, -0.535], [10.855, -11.753, -1.261], [9.050, -12.710, 0.036], [9.605, -14.345, -0.351], [4.902, -14.107, -1.582], [5.313, -15.599, -2.429], [4.796, -14.178, -3.356], [7.153, -9.860, 1.605], [5.981, -9.964, 1.440], [5.104, -10.291, 2.407], [3.809, -10.470, 1.844], [3.953, -9.857, 0.437], [5.359, -9.805, 0.248], [3.516, -11.517, 1.831], [3.088, -9.901, 2.428], [3.513, -8.863, 0.372], [3.488, -10.498, -0.309], [6.370, -16.050, 2.981], [7.073, -15.101, 3.076], [8.423, -15.135, 2.918], [8.945, -13.807, 3.049], [7.767, -13.001, 3.609], [6.654, -13.858, 3.387], [9.828, -13.861, 3.678], [9.172, -13.408, 2.063], [7.654, -12.078, 3.042], [7.818, -12.763, 4.672], [13.546, -8.723, 4.820], [13.432, -8.351, 5.939], [12.260, -8.340, 6.632], [12.453, -7.635, 7.848], [13.969, -7.742, 8.063], [14.433, -7.864, 6.705], [12.177, -6.587, 7.746], [11.920, -8.120, 8.660], [14.313, -8.591, 8.649], [14.382, -6.812, 8.446], [11.877, -12.718, 2.243], [11.530, -11.597, 2.433], [11.578, -10.971, 3.609], [10.760, -9.792, 3.531], [10.793, -9.500, 2.024], [11.078, -10.760, 1.459], [9.756, -10.110, 3.824], [11.149, -9.037, 4.200], [11.560, -8.751, 1.822], [9.822, -9.096, 1.746], [11.433, -19.253, 0.991], [11.601, -18.091, 1.167], [12.660, -17.389, 0.686], [12.545, -16.020, 1.064], [11.117, -15.915, 1.614], [10.788, -17.290, 1.879], [13.254, -15.757, 1.847], [12.661, -15.410, 0.171], [10.339, -15.448, 1.024], [11.107, -15.407, 2.575]],
  "forces_ev_per_angstrom": [[0.051, -0.060, -0.021], [-0.125, -0.022, -0.099], [0.128, 0.011, -0.190], [-0.247, 0.005, 0.482], [0.586, 0.509, 0.007], [0.033, -0.139, -0.134], [-0.211, -0.194, -0.112], [0.126, 0.023, 0.042], [0.005, -0.063, -0.174], [-0.356, -0.117, 0.192], [0.109, 0.059, 0.141], [0.091, -0.034, 0.161], [-0.171, -0.258, -0.143], [0.401, 0.628, 0.096], [-0.425, 0.569, -0.495], [-0.050, -0.036, 0.002], [-0.004, -0.434, -0.142], [-0.095, -0.094, 0.041], [-0.161, -0.046, 0.090], [0.311, -0.342, 0.310], [0.511, 0.647, 1.088], [-0.161, -0.278, -0.363], [-0.015, -0.245, -0.205], [0.028, 0.005, 0.103], [-0.036, 0.062, 0.092], [0.138, 0.394, -0.035], [-0.472, -0.407, -0.021], [-0.193, 0.115, -0.181], [-0.164, -0.269, -0.014], [-0.138, -0.048, -0.660], [0.339, 0.118, 0.136], [-0.214, -0.050, -0.011], [0.174, 0.086, 0.025], [0.077, 0.031, 0.029], [0.104, 0.032, -0.047], [0.324, 0.090, 0.088], [-0.163, -0.261, -0.287], [0.059, -0.065, 0.027], [-0.485, 0.663, -0.321], [-0.540, -0.554, 0.345], [0.199, 0.118, 0.166], [0.279, -0.112, 0.049], [0.055, -0.127, 0.156], [0.197, 0.094, -0.010], [0.216, 0.072, -0.158], [-0.143, 0.041, -0.060], [0.308, -0.416, -0.031], [-0.275, 0.393, 0.078], [-0.414, -0.074, 0.068], [0.326, 0.131, -0.036], [-0.206, 0.151, -0.060], [0.027, 0.224, -0.004], [0.343, -0.238, -0.061], [-0.252, 0.010, 0.077], [0.127, -0.119, 0.047], [-0.037, -0.030, -0.212], [0.062, 0.135, 0.285], [-0.053, 0.003, -0.252], [0.834, -0.282, 0.761], [-0.071, 0.733, -0.618], [-0.078, -0.309, 0.082], [-0.279, -0.039, -0.107], [-0.304, 0.058, -0.158], [-0.136, -0.111, -0.031], [0.061, -0.149, 0.190], [-0.032, -0.379, -0.299], [0.353, 0.464, -0.148], [-0.055, -0.116, 0.338], [-0.334, -0.690, -0.413], [-0.233, 1.350, 1.450], [-0.123, -0.448, -0.141], [-0.031, 0.256, 0.133], [0.144, 0.104, -0.126], [0.186, -0.295, -0.376], [0.007, -0.345, -0.539], [0.065, -0.108, 0.032], [0.120, 0.085, 0.070], [-0.030, -0.045, -0.013], [-0.851, 0.370, -0.266], [0.256, -0.340, 1.268], [-0.205, 0.174, -0.375], [0.256, -0.115, -0.166], [0.297, 0.066, 0.083], [0.144, -0.234, -0.495], [0.105, 0.052, -0.020]],
  "gap_ha": 0.3769,
  "e_homo_ev": -10.361,
  "smiles": "O=C1OC[C@@H](F)O1.O=C1OC[C@@H](F)O1.CCOC(=O)OC.O=C1OCCO1.O=C1OCCO1.O=C1OCCO1.O=C1OCCO1.O=C1OCCO1"
}